[1]
The following is a DFT calculation (ωB97M-V/def2-TZVPD) of a 2-piece molecular cluster, C28H41O2 overall in a non-equilibrium geometry.

## Properties
HOMO: -11.11 eV
LUMO: -5.39 eV

```
! RIJCOSX wB97M-V def2-TZVPD def2/J DEFGRID3
* xyz 1 1
C -5.43890 2.63150 0.52942
C -4.21883 2.51071 -0.37351
C -3.33890 3.73714 -0.43088
C -2.04958 3.50408 -1.24939
H -1.49311 2.65721 -0.71485
O -2.34202 3.07206 -2.56106
C -1.45967 3.77515 -3.45761
C -0.74960 4.81860 -2.60728
O -1.29841 4.69286 -1.28363
H -5.99108 1.68951 0.51987
H -5.16532 2.85881 1.56420
H -6.11666 3.41411 0.17287
H -3.60760 1.65291 -0.08636
H -4.54851 2.33742 -1.39681
H -3.88352 4.57081 -0.92339
H -3.01385 4.07314 0.56712
H -0.73011 3.07891 -3.90216
H -2.07811 4.24149 -4.23731
H 0.33304 4.61692 -2.56680
H -0.95262 5.84090 -2.95441
C -2.60549 -1.82037 -3.48619
C -1.95485 -2.09844 -2.17182
C -1.96209 -1.12225 -1.17941
C -1.48095 -1.37189 0.09744
C -1.65386 -0.23172 1.07218
C -0.86026 -2.60786 0.37315
C -0.19918 -2.84611 1.72378
C -1.24655 -2.97693 2.85074
C 0.87650 -1.76378 2.04567
C 1.84597 -1.49082 0.97845
C 3.01213 -0.71348 1.08037
C 4.03126 -0.86038 0.06922
C 3.92011 -1.93655 -0.96966
C 5.16542 -0.06342 0.07755
C 5.37302 0.91262 1.06126
C 6.56434 1.81514 0.99820
C 4.42931 1.02427 2.08561
C 3.28762 0.23242 2.14250
C 2.40793 0.42231 3.33648
C -0.81855 -3.59399 -0.63614
C -0.16885 -4.93756 -0.40667
C -1.35792 -3.32670 -1.88591
H -2.49420 -2.68026 -4.15003
H -3.67820 -1.61714 -3.36354
H -2.17207 -0.93933 -3.97629
H -2.36715 -0.12504 -1.39455
H -1.37711 -0.43169 2.11002
H -1.08364 0.65555 0.73460
H -2.71613 0.07670 1.11007
H 0.33586 -3.80539 1.69408
H -1.98443 -3.74943 2.59317
H -0.76968 -3.27808 3.79401
H -1.79647 -2.04207 3.02397
H 0.36650 -0.82074 2.28166
H 1.41619 -2.08031 2.95804
H 1.69509 -2.08954 0.06762
H 4.72747 -1.83088 -1.70591
H 4.01220 -2.93797 -0.52275
H 2.96620 -1.89740 -1.50649
H 5.92844 -0.21580 -0.69088
H 6.54413 2.52913 1.82539
H 7.50849 1.25862 1.04728
H 6.58219 2.38238 0.05888
H 4.61501 1.74839 2.88224
H 2.91321 1.08703 4.05374
H 1.44844 0.90109 3.08952
H 2.20827 -0.51383 3.87270
H -0.28258 -5.55710 -1.30698
H 0.91196 -4.86180 -0.20919
H -0.61334 -5.49415 0.43133
H -1.30635 -4.08974 -2.66658
*
```

Results of the Mulliken charge analysis, in e, for atoms 1 through 2:
1 C -1.516
2 C 0.644



[2]
The following is a DFT calculation (ωB97M-V/def2-TZVPD) of C4H5LuO6 as an isolated structure in a non-equilibrium geometry.

## Properties
HOMO (alpha / beta): -12.10 / -14.61 eV
LUMO (alpha / beta): -6.00 / -6.12 eV

```
! RIJCOSX wB97M-V def2-TZVPD def2/J DEFGRID3
* xyz 1 2
H 1.32653 0.01684 -1.06066
C 0.87771 -0.06948 -0.05174
C 1.05267 -1.51882 0.38339
O 0.53194 -2.47192 -0.56592
C -0.75478 -2.66121 -0.74381
O -1.58272 -2.29716 0.11447
O -1.02345 -2.92977 -1.97436
Lu -2.32236 -0.31315 0.40967
O -0.43606 0.37740 -0.10768
H 1.52925 0.53102 0.61211
H 0.61496 -1.74660 1.36291
H 2.12144 -1.75624 0.44133
H -1.16356 -1.93900 -2.57928
O -2.94784 0.42223 -1.53761
O -1.52091 -0.07513 -3.22468
C -2.11005 0.70824 -2.44561
*
```

Results of the natural (NBO) charge analysis, in e, for atoms 1 through 2:
1 H 0.204
2 C -0.094



[3]
The following is a DFT calculation (ωB97M-V/def2-TZVPD) of C17H27BeBr4ClF2IKMgN5O21P2S2 as an isolated structure in a non-equilibrium geometry.

## Properties
HOMO: -5.03 eV
LUMO: -3.57 eV

```
! RIJCOSX wB97M-V def2-TZVPD def2/J DEFGRID3
* xyz -1 1
C 0.42390 3.93243 -2.16017
C -0.42702 2.97046 -1.33014
N 0.17179 1.58991 -1.35856
C 0.07973 0.95528 -0.17843
N -0.96660 0.40182 0.35181
N -2.17220 0.46105 -0.36245
C -3.24133 1.13488 0.37616
C -2.62761 -0.86097 -0.88678
C -2.68664 -0.99937 -2.36048
O -2.92197 -1.73701 -0.13247
C -0.70775 -0.26567 1.62123
C -1.53683 0.06516 2.86045
C -1.66141 1.56686 3.09020
O -1.00407 2.36351 2.49532
Cl -2.85622 2.02212 4.31013
C 0.86933 -0.40223 1.78387
C 1.14944 -1.83873 1.29899
C 2.64400 -2.29351 1.33132
O 3.18121 -2.69132 2.29949
I 3.86055 -2.26147 -0.53110
S 1.48807 -0.21739 3.46882
O 1.15869 -1.43412 4.17582
O 0.98780 0.90145 4.16285
F 3.02702 -0.05204 3.42478
C 1.26252 0.73943 0.78858
F 2.26271 0.30472 -0.09991
P 2.00790 2.34240 1.48451
P 4.13272 2.31428 0.98610
O 4.88699 3.16912 1.88220
O 4.35718 2.71504 -0.57132
O 4.71286 0.80736 1.13445
H 1.16214 4.43151 -1.53173
H 0.90016 3.44744 -3.01090
H -0.25300 4.69034 -2.56620
H -1.43247 2.87421 -1.74391
H -0.48288 3.28530 -0.28521
H -0.26465 0.98905 -2.06602
H -2.90471 2.08102 0.79965
H -4.10105 1.32715 -0.26520
H -3.62295 0.50344 1.18827
H -3.34926 -0.25850 -2.82621
H -3.09553 -1.98718 -2.62231
H -1.69521 -0.92487 -2.83089
H -1.04294 -1.28955 1.40532
H -2.55390 -0.31081 2.72621
H -1.16386 -0.39118 3.77790
H 0.61655 -2.55168 1.93156
H 0.73395 -1.93550 0.28545
H 1.52254 3.41789 0.70195
H 5.18109 2.27313 -0.82276
H 4.58158 0.33437 0.29872
N -5.64062 -3.56671 -1.73465
O -5.53347 -4.75916 -1.40931
O -6.44802 -2.81692 -1.12809
O -4.95328 -3.10097 -2.66707
K 2.18702 -3.13677 5.24091
C -0.16612 8.34917 -2.67223
Br 0.30394 8.02574 -4.51122
Br -1.88125 7.58784 -2.22902
Br 1.21186 7.74374 -1.46902
H -0.25065 9.41897 -2.54706
C -8.75379 -1.93357 -4.49712
N -7.25835 -1.88084 -4.43301
O -6.65588 -2.85475 -4.80352
O -6.77732 -0.85218 -4.00676
H -9.05342 -2.90164 -4.89051
H -9.13163 -1.79360 -3.47624
H -9.08482 -1.12951 -5.15005
C 3.47570 -5.04739 9.18721
O 3.93293 -5.20279 10.41864
O 2.71635 -5.89107 8.63073
O 3.78630 -4.01190 8.54105
Mg 6.22339 -1.93531 -1.71588
Br 5.23827 -6.83165 10.94944
Be -10.89748 -2.02462 -3.44273
C 10.58470 -0.91867 -1.32834
O 9.96817 -2.11397 -1.29777
H 10.21188 -0.18746 -2.07983
H 10.56793 -0.32556 -0.38915
H 11.67100 -0.95061 -1.56848
O 0.32388 -0.65608 -2.88595
S 0.35712 -2.12692 -3.09787
O 1.31403 -2.71925 -2.12972
O 0.78589 -2.44930 -4.46478
O -0.96461 -2.71527 -2.84159
*
```

Results of the Mulliken charge analysis, in e, for atoms 1 through 2:
1 C -1.174
2 C -0.309



[4]
The following is a DFT calculation (ωB97M-V/def2-TZVPD) of a 6-piece molecular cluster, C10H30N2O6 overall in a non-equilibrium geometry.

## Properties
HOMO: -9.35 eV
SMILES: CN(C)C=O.CN(C)C=O.CO.CO.CO.CO
LUMO: 0.69 eV

```
! RIJCOSX wB97M-V def2-TZVPD def2/J DEFGRID3
* xyz 0 1
C 1.77885 -2.13664 -1.87856
O 1.01020 -1.81552 -0.73147
H 2.43044 -1.26572 -2.17371
H 2.43520 -2.97250 -1.62069
H 1.10945 -2.49553 -2.75188
H 1.62891 -1.26556 -0.22209
C 2.26475 -2.83378 3.05444
O 3.01779 -2.99338 1.80415
H 1.58659 -3.69986 3.13893
H 2.90758 -2.89289 3.95780
H 1.73019 -1.86741 2.95086
H 3.03368 -2.07692 1.45938
C -4.07855 1.15645 0.79842
O -2.86878 1.19243 0.03119
H -3.86351 0.99559 1.89088
H -4.53586 2.07430 0.66419
H -4.67238 0.32946 0.46989
H -2.23974 0.50026 0.28867
C -1.54084 -2.15110 1.39045
O -1.13753 -1.03066 0.60227
H -1.39240 -1.79339 2.43094
H -2.63839 -2.36002 1.15824
H -0.86813 -3.06443 1.29468
H -0.44460 -1.32958 -0.02958
C -1.01695 2.33453 -2.47102
O -0.24147 3.24389 -2.17475
N -0.76015 1.16958 -3.02030
C -1.87168 0.27609 -3.30306
C 0.40502 0.98340 -3.85434
H -2.09332 2.40219 -2.21047
H -2.37001 0.56981 -4.26596
H -2.65336 0.27143 -2.53654
H -1.56226 -0.76161 -3.34466
H 0.82779 -0.02984 -3.82431
H 0.13074 1.39226 -4.83907
H 1.12413 1.68823 -3.58100
C 1.65400 0.81746 0.63377
O 2.40490 -0.18949 0.68485
N 1.31669 1.59228 1.64232
C 0.31865 2.64567 1.49859
C 1.96215 1.43285 2.94811
H 1.02324 1.04474 -0.30075
H -0.36598 2.47940 0.66387
H 0.78573 3.63393 1.37634
H -0.15878 2.68837 2.48096
H 1.52196 0.70203 3.62850
H 2.93768 1.00885 2.71688
H 2.02834 2.40031 3.47467
*
```

Results of the natural (NBO) charge analysis, in e, for atoms 1 through 2:
1 C -0.254
2 O -0.788



[5]
The following is a DFT calculation (ωB97M-V/def2-TZVPD) of a 2-piece molecular cluster, C4H8O4 overall in a non-equilibrium geometry.

## Properties
HOMO: -10.53 eV
SMILES: CC(=O)O.CC(=O)O
LUMO: 0.56 eV

```
! RIJCOSX wB97M-V def2-TZVPD def2/J DEFGRID3
* xyz 0 1
C 2.46671 -0.13668 -0.12229
C 3.96538 -0.15444 -0.02608
C -2.57021 -0.08369 -0.32924
C -4.02080 0.16116 0.18086
H 1.30687 1.59754 -0.23654
H 4.31194 -1.25971 -0.05855
H 4.58478 0.29826 -0.83374
H 4.08221 0.06492 1.15493
H -0.99376 -0.93898 -0.03085
H -4.04767 1.19916 0.06386
H -4.99249 -0.57144 -0.29970
H -4.04827 -0.08958 1.33927
O 1.72651 -1.05007 -0.50106
O 2.16593 1.21122 0.24128
O -1.94779 0.94921 -0.68126
O -1.98935 -1.19686 0.13910
*
```

Results of the natural (NBO) charge analysis, in e, for atoms 1 through 2:
1 C 0.805
2 C -0.753